Record 1
{"formula": "C16H16AsN2O3ReS5", "method": "the ωB97M-V functional and the def2-TZVPD basis", "de_lowest_kj_mol": 45.2, "lumo_energy_ev": [-8.276, -8.280], "gap_ev": [5.67, 5.67], "charge": 2, "species": ["Re", "O", "C", "C", "C", "C", "C", "C", "C", "N", "N", "C", "O", "C", "C", "C", "C", "C", "C", "H", "H", "H", "H", "H", "H", "H", "H", "H", "H", "S", "As", "S", "S", "S", "C", "S", "C", "O", "H", "H", "H", "H", "H", "H"], "positions_angstrom": [[-0.088, 0.205, 1.458], [1.837, -0.230, 1.894], [2.752, -0.489, 1.022], [4.109, -0.297, 1.377], [5.104, -0.538, 0.478], [4.819, -1.020, -0.828], [3.534, -1.260, -1.196], [2.457, -1.015, -0.297], [1.195, -1.489, -0.624], [0.095, -1.339, 0.129], [-0.893, -2.192, -0.038], [-1.791, -2.040, 0.919], [-1.565, -1.112, 1.807], [-2.965, -2.885, 0.989], [-2.995, -4.098, 0.293], [-4.122, -4.893, 0.362], [-5.224, -4.478, 1.102], [-5.196, -3.272, 1.791], [-4.067, -2.479, 1.747], [4.318, 0.065, 2.375], [6.135, -0.364, 0.757], [5.631, -1.210, -1.514], [3.312, -1.658, -2.178], [1.083, -2.125, -1.497], [-2.132, -4.403, -0.282], [-4.145, -5.840, -0.158], [-6.108, -5.100, 1.139], [-6.059, -2.955, 2.361], [-4.035, -1.536, 2.278], [-0.095, 2.279, 3.519], [-2.458, 2.294, 2.960], [-0.343, 0.273, 3.911], [-2.122, 1.608, 0.967], [-2.336, 0.317, 4.304], [2.314, 3.844, 0.308], [0.647, 3.185, 0.216], [0.353, 3.367, -1.544], [0.922, 1.658, 0.361], [2.963, 3.263, -0.344], [2.646, 3.776, 1.343], [2.284, 4.891, 0.006], [0.554, 4.400, -1.824], [-0.691, 3.129, -1.740], [1.009, 2.682, -2.077]], "lowdin_charge": [1.175, -0.204, -0.296, 0.024, -0.002, -0.025, -0.006, -0.119, 0.029, -0.139, 0.127, -0.359, -0.342, -0.157, -0.008, -0.045, -0.037, -0.048, -0.013, 0.134, 0.130, 0.126, 0.132, 0.159, 0.116, 0.118, 0.120, 0.116, 0.098, 0.148, 0.477, 0.119, 0.060, 0.168, -0.197, 0.888, -0.199, -0.721, 0.078, 0.069, 0.081, 0.081, 0.064, 0.079]}

Record 2
{"formula": "C16H16B2EuF13N5O7", "method": "the ωB97M-V functional and the def2-TZVPD basis", "de_lowest_kj_mol": 273.3, "multiplicity": 7, "lumo_energy_ev": [-4.252, -6.177], "gap_ev": [8.22, 6.37], "charge": 1, "species": ["Eu", "C", "C", "N", "O", "B", "F", "F", "O", "N", "C", "C", "C", "N", "O", "B", "F", "F", "O", "N", "C", "C", "C", "H", "H", "H", "H", "H", "H", "H", "H", "H", "H", "H", "H", "F", "C", "F", "F", "C", "O", "C", "F", "F", "F", "C", "F", "F", "F", "O", "C", "C", "C", "C", "O", "N", "H", "H", "H", "H"], "positions_angstrom": [[0.317, -0.666, 0.204], [-3.683, -4.025, -0.575], [-2.376, -3.492, -0.340], [-2.253, -2.132, 0.140], [-3.339, -1.638, 0.197], [-0.489, 0.228, -2.933], [-0.431, -0.932, -2.058], [-1.151, -0.070, -4.025], [-0.929, 1.391, -2.193], [-1.132, 1.209, -0.883], [-1.824, 2.030, -0.200], [-2.139, 3.425, -0.728], [-2.011, 1.671, 1.233], [-1.531, 0.485, 1.577], [-1.708, 0.328, 2.932], [-1.452, -0.952, 3.409], [-1.776, -1.304, 4.588], [-0.770, -1.758, 2.600], [1.012, -3.856, -0.392], [-0.064, -3.263, -0.322], [-1.202, -4.047, -0.677], [-1.019, -5.411, -1.175], [-2.513, 2.629, 2.222], [-4.075, -3.784, -1.610], [-4.421, -3.841, 0.218], [-3.631, -5.130, -0.581], [-2.414, 3.172, -1.733], [-1.305, 4.141, -0.821], [-3.018, 3.763, -0.188], [-1.929, -5.632, -1.716], [-0.810, -6.203, -0.474], [-0.109, -5.454, -1.737], [-3.142, 3.270, 1.646], [-1.776, 3.263, 2.747], [-3.193, 2.119, 2.865], [4.088, 0.777, 1.156], [3.239, 1.693, 1.558], [3.887, 2.690, 2.069], [2.592, 2.200, 0.458], [2.172, 1.164, 2.424], [1.383, 0.183, 1.811], [2.745, 0.576, 3.793], [1.892, -0.028, 4.552], [3.360, 1.476, 4.525], [3.674, -0.355, 3.446], [1.194, 2.385, 2.678], [0.295, 1.929, 3.563], [1.819, 3.462, 3.112], [0.542, 2.705, 1.508], [1.129, 1.352, -5.428], [1.640, 1.005, -4.434], [3.146, 1.182, -4.199], [3.435, 0.802, -2.799], [2.119, 0.388, -2.345], [1.894, 0.027, -1.133], [1.118, 0.445, -3.293], [3.289, 2.311, -4.390], [3.781, 0.633, -4.881], [3.856, 1.562, -2.150], [3.995, -0.099, -2.818]], "lowdin_charge": [2.059, -0.029, -0.261, -0.037, 0.046, -0.974, -0.015, 0.280, 0.103, -0.004, -0.219, 0.033, -0.210, 0.002, 0.084, -0.823, 0.362, 0.205, 0.111, -0.094, -0.217, 0.013, 0.020, 0.139, 0.106, 0.096, 0.080, 0.120, 0.077, 0.096, 0.114, 0.090, 0.068, 0.126, 0.099, 0.209, -0.624, 0.232, 0.122, -0.240, -0.303, -0.576, 0.222, 0.208, 0.152, -0.500, 0.172, 0.211, 0.119, 0.181, -0.444, -0.063, -0.076, -0.308, -0.162, 0.237, 0.169, 0.130, 0.147, 0.139]}

Record 3
{"formula": "C16H16BBrN5O2S3V", "method": "the ωB97M-V functional and the def2-TZVPD basis", "de_lowest_kj_mol": 0.0, "multiplicity": 2, "lumo_energy_ev": [2.261, 2.261], "gap_ev": [5.95, 5.35], "charge": -1, "species": ["V", "C", "N", "C", "C", "N", "B", "N", "C", "C", "N", "C", "C", "S", "C", "S", "H", "H", "H", "H", "H", "H", "H", "H", "H", "H", "H", "H", "S", "C", "N", "Br", "C", "C", "C", "C", "C", "C", "C", "O", "O", "H", "H", "H", "H"], "positions_angstrom": [[-0.187, -0.219, 0.034], [-3.038, 1.700, -2.261], [-1.692, 2.173, -2.496], [-1.315, 3.489, -2.663], [0.014, 3.479, -2.909], [0.451, 2.178, -2.900], [1.902, 1.756, -3.255], [2.670, 1.065, -2.068], [3.784, 0.307, -2.360], [4.328, -0.133, -1.203], [3.544, 0.373, -0.191], [3.730, 0.152, 1.227], [2.533, 1.087, -0.739], [1.249, 1.749, 0.204], [-0.600, 1.389, -2.632], [-0.565, -0.315, -2.413], [-3.635, 2.532, -1.893], [-3.011, 0.916, -1.513], [-3.471, 1.319, -3.187], [-2.023, 4.293, -2.576], [0.700, 4.287, -3.087], [1.892, 0.966, -4.161], [2.487, 2.769, -3.552], [4.077, 0.135, -3.380], [5.167, -0.772, -0.997], [4.506, -0.598, 1.358], [2.808, -0.217, 1.665], [4.012, 1.085, 1.715], [3.158, -3.697, 0.595], [1.988, -2.586, 0.332], [1.166, -1.773, 0.153], [-6.341, 3.425, 2.608], [-5.074, 2.085, 3.063], [-5.194, 1.426, 4.278], [-4.267, 0.447, 4.609], [-3.238, 0.132, 3.738], [-3.133, 0.802, 2.523], [-4.054, 1.788, 2.180], [-2.032, 0.469, 1.573], [-1.184, -0.420, 1.880], [-1.947, 1.061, 0.470], [-6.003, 1.678, 4.950], [-4.354, -0.070, 5.556], [-2.505, -0.626, 3.976], [-3.954, 2.301, 1.235]], "lowdin_charge": [0.442, -0.043, -0.111, -0.050, -0.074, -0.025, -0.456, 0.007, -0.066, -0.050, -0.124, -0.058, -0.689, 0.659, -0.724, 0.640, 0.090, 0.051, 0.092, 0.111, 0.112, 0.068, 0.068, 0.114, 0.115, 0.082, 0.062, 0.086, 0.420, -0.962, -0.038, 0.704, -0.681, -0.140, -0.077, -0.012, -0.115, -0.061, -0.606, -0.083, -0.102, 0.094, 0.102, 0.118, 0.109]}